Entry 1:
Entry from the Open Molecules 2025 dataset: a 2-piece molecular cluster, C9H16N3O overall at a distorted geometry (ωB97M-V/def2-TZVPD).

Structure (XYZ):
```
29
Properties=species:S:1:pos:R:3:forces:R:3:lowdin_charge:R:1
C 0.82976 0.03138 -2.65928 -0.593 -1.731 0.330 -0.02
C -1.30580 0.74117 -1.62898 1.055 1.918 0.927 -0.43
N -0.01560 0.46604 -1.54128 0.679 -0.794 -0.827 0.05
N -2.13833 0.15415 -2.46358 -0.679 -0.196 -0.243 0.23
N -1.74245 1.81099 -0.90405 -1.223 -1.244 0.284 0.21
H 0.50573 0.63410 -0.67621 -0.585 0.411 -0.036 0.09
H -1.84069 -0.62468 -3.00697 0.202 -0.461 -0.174 0.12
H -3.12565 0.38130 -2.52569 0.476 0.270 0.058 0.15
H -2.67292 1.65705 -0.53397 -0.063 0.512 0.015 0.12
H -1.13708 2.28338 -0.24763 0.322 -0.269 -0.148 0.12
H 1.25570 0.90697 -3.12632 0.240 -0.189 -0.423 0.10
H 0.29531 -0.66136 -3.31432 -0.476 0.864 -0.562 0.08
H 1.54840 -0.74585 -2.36281 0.417 0.955 0.631 0.10
C 0.90655 -2.80173 0.91735 -0.903 -0.579 -0.236 -0.05
C 1.66216 -0.43390 0.83306 -1.245 1.948 0.504 -0.05
C 0.70878 -1.36638 1.24770 0.338 0.605 -0.766 -0.29
C 1.47371 0.93012 1.19228 1.087 -1.705 -0.738 -0.05
C -0.43046 -0.92061 1.95231 0.608 0.338 -1.076 -0.02
C 0.44920 1.27505 2.03498 -0.162 1.655 1.717 -0.36
C -0.52204 0.38971 2.43927 0.045 -1.796 -0.243 -0.01
O 0.50052 2.55998 2.50604 -0.025 0.838 0.031 0.04
H 2.42425 -0.58469 0.07948 0.290 -0.751 0.406 0.12
H 2.24061 1.62783 0.88097 -0.240 0.326 0.179 0.13
H 1.06740 -3.29410 1.87062 -0.029 -0.560 -0.067 0.09
H 1.72180 -3.06079 0.24472 0.237 0.455 0.128 0.08
H -1.32525 -1.52781 1.89529 0.174 -0.480 0.933 0.12
H -1.25297 0.54281 3.22367 -0.231 0.703 -0.363 0.12
H -0.08403 2.82623 3.24291 0.198 -0.862 -0.624 0.13
H 0.00336 -3.19636 0.43044 0.085 -0.180 0.385 0.09
```
Positions in Å, forces in eV/Å.

Summary:
Spin multiplicity: 1
Lowest unoccupied orbital energy: -0.1016 Eh
DFT total energy: -16104.241 eV
Charge: +1



Entry 2:
Entry from the Open Molecules 2025 dataset: the molecule C24H25F3N2O at a distorted geometry (ωB97M-V/def2-TZVPD).

Structure (XYZ):
```
55
Properties=species:S:1:pos:R:3:forces:R:3:lowdin_charge:R:1
C -5.93978 -2.66798 -0.17564 0.420 -0.054 0.155 -0.07
N -5.35023 -1.91861 0.94646 -1.555 -0.681 -0.188 -0.22
C -6.10220 -2.01837 2.18934 0.260 -0.082 -0.222 -0.07
C -4.13091 -1.27690 0.82677 1.067 0.473 -0.366 -0.26
C -4.01101 0.10717 1.12725 0.172 0.175 -0.666 0.00
C -2.87263 0.80559 0.70164 0.423 -0.064 1.154 -0.03
C -1.71056 0.14875 0.25692 0.154 -0.710 -0.616 -0.18
C -0.36642 0.89011 0.25835 0.238 2.604 -2.082 -0.03
C 0.90903 0.06174 0.22960 -0.595 -0.780 0.874 -0.17
C 2.05628 0.24383 -0.55381 0.465 0.962 0.067 -0.01
C 3.24699 -0.41367 -0.28910 -0.103 -0.843 0.376 0.00
C 3.31910 -1.43035 0.71516 -1.003 1.032 -0.156 -0.22
N 4.50095 -2.06552 0.95059 1.388 -0.564 0.394 -0.19
C 4.70480 -2.98472 2.06571 -0.020 -0.191 0.146 -0.07
C 5.64085 -1.97895 0.03182 0.075 0.026 -0.169 -0.06
C 2.11330 -1.67703 1.45713 0.774 -0.416 -0.416 -0.01
C 0.94791 -0.99517 1.14808 0.343 0.574 0.419 -0.07
C -1.80958 -1.24207 0.00145 0.025 0.075 0.686 -0.03
C -2.99470 -1.95046 0.30174 0.226 0.620 -0.262 0.00
H -5.84575 -2.13787 -1.13863 0.241 -0.084 0.431 0.09
H -5.51843 -3.68139 -0.28683 -0.080 0.205 -0.045 0.08
H -7.01771 -2.78880 0.00322 0.328 0.084 0.070 0.08
H -5.84102 -1.20678 2.86851 0.002 -0.041 -0.001 0.08
H -7.17861 -1.97996 1.97645 0.223 0.159 0.094 0.08
H -5.91230 -2.98014 2.69469 0.007 0.194 0.046 0.08
H -4.84039 0.64486 1.63103 0.536 -0.418 -0.657 0.12
H -2.78582 1.89267 0.84117 -0.278 -0.464 0.124 0.12
H -0.48623 1.76676 1.00093 0.775 -1.692 -0.768 0.15
H 2.15387 0.93996 -1.39274 -0.468 -0.215 1.088 0.09
H 4.14017 -0.10796 -0.86150 -0.841 -0.388 0.303 0.10
H 4.33329 -2.58562 3.01993 -0.036 0.115 -0.305 0.09
H 4.22769 -3.97260 1.92723 0.085 0.299 -0.126 0.09
H 5.78857 -3.16002 2.20202 -0.584 0.127 -0.167 0.08
H 5.67288 -1.04691 -0.53447 -0.106 -0.114 0.297 0.06
H 6.58868 -2.02154 0.59096 -0.424 -0.073 -0.079 0.09
H 5.65372 -2.78242 -0.72862 -0.123 0.084 0.362 0.10
H 2.06048 -2.40454 2.27555 0.269 0.134 -0.520 0.10
H 0.02623 -1.23969 1.67930 0.461 0.093 0.150 0.11
H -0.89979 -1.81179 -0.27876 -0.858 0.494 -0.028 0.12
H -2.99784 -3.04404 0.15617 -0.243 0.719 -0.011 0.12
F 1.42309 2.45592 -4.63146 -0.204 -0.386 0.577 0.10
C 1.05386 1.98861 -3.40153 -0.719 -0.826 -0.664 -0.52
F -0.27338 1.68395 -3.46699 0.815 0.405 -0.861 0.12
F 1.67323 0.77510 -3.26808 -0.099 0.871 -0.387 0.10
C 1.32259 3.01774 -2.34649 -0.825 2.000 0.804 -0.06
C 0.54387 2.94633 -1.10969 1.200 -0.597 -1.918 -0.25
O -0.09253 1.77646 -1.11669 -1.722 -1.435 2.836 -0.07
C 0.47032 4.02971 -0.23143 -0.050 -0.104 -0.622 -0.01
C 1.09101 5.23144 -0.58289 1.054 -0.068 -1.089 -0.07
C 1.85790 5.30247 -1.76893 0.043 -0.052 -0.897 -0.09
C 1.91322 4.23946 -2.71429 -0.368 -0.725 0.549 -0.01
H -0.15991 3.97868 0.63554 -0.153 -0.065 0.287 0.10
H 0.98358 6.14350 0.02379 0.099 -0.666 -0.181 0.11
H 2.39406 6.20226 -2.09072 -0.470 -0.076 0.523 0.10
H 2.32624 4.29876 -3.76519 -0.241 0.352 1.657 0.14
```
Positions in Å, forces in eV/Å.

Summary:
SMILES string: CN(C)c1ccc(C(Oc2ccccc2C(F)(F)F)c2ccc(N(C)C)cc2)cc1
Spin multiplicity: 1
Lowest unoccupied orbital energy: 0.0275 Eh
DFT total energy: -38471.099 eV



Entry 3:
Entry from the Open Molecules 2025 dataset: C4H8IN2 as an isolated structure at a distorted geometry (ωB97M-V/def2-TZVPD).

Structure (XYZ):
```
15
Properties=species:S:1:pos:R:3:forces:R:3:lowdin_charge:R:1
C 0.03656 1.22791 -1.15586 0.087 0.277 -0.195 0.13
C 0.59810 0.85170 1.81619 0.330 -3.263 -2.839 -0.54
C 0.56978 -0.05944 0.74123 0.738 -0.180 0.548 -0.16
C -1.35557 -0.62335 -0.64237 -1.153 -0.847 -0.529 -0.01
N -0.23068 0.24786 -0.39253 0.116 0.983 -0.320 -0.25
N 1.10350 -1.73418 -0.10941 -0.961 3.189 2.473 0.15
I -0.51721 2.60753 1.91209 0.196 -0.312 -0.006 0.95
H -0.58000 1.43908 -2.01956 -0.181 -0.144 0.026 0.13
H 0.89039 1.86647 -0.97554 0.085 -0.135 0.211 0.12
H 1.19221 0.63394 2.68941 0.070 -0.036 0.049 0.04
H -2.24395 -0.02994 -0.85845 0.094 0.075 0.107 0.11
H -1.14646 -1.27105 -1.49572 0.065 0.111 0.163 0.11
H -1.53492 -1.25460 0.22404 0.055 0.151 -0.018 0.11
H 2.05156 -1.51102 -0.40096 0.271 0.099 0.224 0.04
H 1.16668 -2.39092 0.66744 0.190 0.032 0.105 0.05
```
Positions in Å, forces in eV/Å.

Summary:
Spin multiplicity: 1
Lowest unoccupied orbital energy: -0.1818 Eh
DFT total energy: -15347.738 eV
Charge: +1



Entry 4:
Entry from the Open Molecules 2025 dataset: a 2-piece molecular cluster, C3H7NO2 overall (ωB97M-V/def2-TZVPD).

Structure (XYZ):
```
13
Properties=species:S:1:pos:R:3:forces:R:3:lowdin_charge:R:1
C 1.16575 0.07341 1.25666 0.085 0.210 0.224 -0.11
C 0.26907 0.96026 0.67338 -0.012 0.000 0.432 -0.33
O 0.63019 1.92031 -0.21729 0.116 -0.239 -0.153 0.00
C -0.73221 -0.55369 -0.61264 -0.266 -0.214 -0.094 -0.28
O 0.01799 -1.56133 -0.37408 -0.254 -0.017 0.113 -0.01
N -1.73572 -0.78640 -1.45351 0.020 0.139 -0.106 0.12
H 0.93665 -0.25401 2.26762 0.031 0.010 -0.134 0.07
H 2.22750 0.16180 1.01510 -0.245 -0.021 -0.029 0.07
H 0.64934 -1.14592 0.41946 0.252 0.077 -0.252 0.06
H -0.65610 1.22952 1.16839 0.117 -0.075 -0.080 0.12
H 1.49848 1.67846 -0.56389 -0.031 0.145 -0.011 0.11
H -2.36983 -0.04243 -1.67967 0.065 0.045 0.004 0.09
H -1.90111 -1.67999 -1.89952 0.121 -0.059 0.087 0.10
```
Positions in Å, forces in eV/Å.

Summary:
Spin multiplicity: 1
Lowest unoccupied orbital energy: 0.0323 Eh
DFT total energy: -8806.801 eV



Look up the spin multiplicity of the fourth one. 1